ORCA calculation (ωB97M-V/def2-TZVPD) on the molecule BrH2OPS in a non-equilibrium geometry.

Each line ends with the Löwdin charge.
Element x y z (Å)
O1 -0.02296 -1.33630 -0.66779  -0.48
P1 -0.34088 -0.35321 0.57387  0.22
S1 0.61150 1.66052 -0.19987  0.24
Br1 -2.41170 0.05591 0.01763  0.24
H1 0.81455 -1.79934 -0.62294  0.05
H2 1.34948 1.77242 0.89909  -0.26

Values from the calculation:
SMILES ... OP(S)Br
2S+1 ... 1
Energy above the lowest of the compared OMol25 structures with the same formula, charge and spin ... 0.0 kcal per mole

***

ORCA calculation (ωB97M-V/def2-TZVPD) on a cluster of 2 separate species, C5H2O in total in a non-equilibrium geometry.

Each line ends with the Löwdin charge.
Element x y z (Å)
C1 -4.06812 1.02066 -0.28290  0.01
C2 0.25723 -1.15883 0.36718  0.14
C3 1.29051 1.25202 0.26243  -0.26
C4 -3.29749 0.78508 0.54489  -0.01
C5 0.60908 -0.04217 0.34403  -0.08
O1 2.49227 1.35618 -0.02276  0.04
H1 0.54077 2.15722 0.48538  0.15
H2 0.19165 -2.16716 0.54442  0.02

Values from the calculation:
2S+1 ... 1
Energy above the lowest of the compared OMol25 structures with the same formula, charge and spin ... 193.9 kcal per mole

***

ORCA calculation (ωB97M-V/def2-TZVPD) on a structure of composition C3H7BrNO in a non-equilibrium geometry.

Each line ends with the Löwdin spin population.
Element x y z (Å)
C1 2.01936 0.33242 -0.01978  0.52
C2 -1.75700 0.17138 -0.57449  0.02
C3 0.44539 -0.92601 0.27477  0.64
N1 -0.53454 0.14006 0.37947  0.06
O1 1.71698 1.48054 0.13707  0.37
Br1 3.76457 -0.29148 0.01764  0.32
H1 -2.24386 -0.78719 -0.56403  0.00
H2 -2.51000 0.98569 -0.14229  0.00
H3 -1.38318 0.55534 -1.48743  0.00
H4 0.79967 -1.54555 1.16429  0.02
H5 0.44185 -1.43044 -0.67802  0.02
H6 0.04030 1.01214 0.16871  0.02
H7 -0.79953 0.30309 1.32409  0.00

Values from the calculation:
2S+1 ... 3
Net charge ... +1
Energy above the lowest of the compared OMol25 structures with the same formula, charge and spin ... 13.6 kcal per mole

***

ORCA calculation (ωB97M-V/def2-TZVPD) on a cluster of 4 separate species, C2H11O4 in total in a non-equilibrium geometry.

Each line ends with the Löwdin charge.
Element x y z (Å)
C1 1.24488 -0.72427 -0.28914  -0.38
O1 0.36982 0.23080 0.29167  -0.39
C2 0.46666 -2.06966 -0.43886  -0.14
H1 1.53577 -0.33133 -1.29085  0.10
H2 2.03804 -0.96872 0.47076  0.09
H3 1.09410 -2.99720 -0.23373  0.06
H4 -0.35026 -2.15963 0.31355  0.07
H5 0.06009 -2.29931 -1.42961  0.05
H6 -0.96319 2.36568 -0.96095  0.02
H7 0.07203 1.28956 -0.80778  -0.01
O2 -0.17854 2.06206 -1.47511  -0.19
H8 -1.95329 0.56242 -1.72537  0.01
H9 -1.40986 -0.32537 -0.65192  -0.01
O3 -2.25791 -0.02299 -1.01907  -0.10
H10 1.36723 0.77812 2.90562  0.00
H11 0.32482 0.34425 1.90307  0.01
O4 0.52977 0.27986 2.92420  -0.18

Values from the calculation:
2S+1 ... 1
Net charge ... -1
Energy above the lowest of the compared OMol25 structures with the same formula, charge and spin ... 12.2 kcal per mole

***

ORCA calculation (ωB97M-V/def2-TZVPD) on a cluster of 3 separate species, C4H6FNO in total in a non-equilibrium geometry.

Each line ends with the Löwdin charge.
Element x y z (Å)
C1 0.51144 -1.45687 0.00568  -0.07
C2 0.96830 -0.34359 -0.50691  -0.18
C3 -2.33982 -0.19014 -0.13130  -0.37
C4 1.62276 0.97217 -0.02804  -0.20
N1 -1.95294 0.44961 0.85331  0.22
O1 -2.33723 -1.21415 -0.70702  0.11
F1 1.02398 1.96058 -0.83742  -0.12
H1 0.60978 -1.69066 1.06767  0.06
H2 0.02360 -2.28008 -0.65310  0.10
H3 1.11142 1.07962 0.93276  0.10
H4 2.65369 1.07292 0.09718  0.09
H5 0.26130 0.44122 -1.49306  0.22
H6 -2.15627 1.19936 1.40024  0.03

Values from the calculation:
2S+1 ... 1
Energy above the lowest of the compared OMol25 structures with the same formula, charge and spin ... 93.6 kcal per mole

***

ORCA calculation (ωB97M-V/def2-TZVPD) on a structure of composition C4H13N2 in a non-equilibrium geometry.

Each line ends with the Löwdin charge.
Element x y z (Å)
C1 1.22614 0.34345 2.05316  -0.08
C2 1.87128 0.68288 0.72991  -0.24
N1 1.41636 -0.19419 -0.41538  0.06
H1 1.31389 -0.71693 2.31786  0.09
H2 1.75034 0.89314 2.83153  0.09
H3 0.15497 0.52960 2.06789  0.05
H4 1.61585 1.71164 0.48078  0.12
H5 2.95592 0.60984 0.78745  0.12
H6 1.99481 0.06921 -1.20972  0.13
H7 1.77043 -1.11247 -0.17016  0.13
C3 -2.02424 0.17535 0.19450  -0.04
C4 -1.61556 -0.83673 -1.90152  0.08
N2 -1.13615 -0.19947 -0.92239  -0.07
H8 -1.83835 1.22580 0.42130  0.10
H9 -1.73064 -0.39525 1.07092  0.09
H10 -3.05716 0.02601 -0.10526  0.09
H11 -2.68870 -0.95741 -2.03789  0.11
H12 -0.99304 -1.31900 -2.64851  0.10
H13 0.13310 -0.19515 -0.67404  0.09

Values from the calculation:
2S+1 ... 1
Net charge ... +1
Energy above the lowest of the compared OMol25 structures with the same formula, charge and spin ... 31.0 kcal per mole

***

ORCA calculation (ωB97M-V/def2-TZVPD) on a cluster of 2 separate species, C6H8N2O2 in total in a non-equilibrium geometry.

Each line ends with the Löwdin charge.
Element x y z (Å)
C1 0.58613 -0.98314 -0.66054  -0.50
C2 -0.01867 -1.70724 0.43483  0.00
C3 -1.04740 -1.23842 1.23193  -0.09
C4 -1.32970 0.55778 -0.40572  -0.39
C5 2.08719 0.83481 0.44982  -0.12
C6 1.60371 1.89054 1.00778  -0.10
H1 0.24188 0.70824 -1.62835  0.17
H2 0.55113 -2.63324 0.63870  0.12
H3 -1.45605 -1.57361 2.21246  0.14
H4 -2.30507 0.51091 1.41115  0.19
H5 2.39226 0.65914 -0.69988  0.12
H6 2.45526 0.03156 1.11460  0.08
H7 1.07939 2.76914 0.58286  0.06
H8 1.52774 2.13730 2.04475  0.04
N1 -0.13096 0.13268 -0.89744  0.16
N2 -1.70511 -0.14622 0.82456  0.09
O1 1.75356 -1.13620 -1.12476  -0.02
O2 -2.11877 1.30611 -1.06458  0.03

Values from the calculation:
SMILES ... O=c1cc[nH]c(=O)[nH]1.C=C
2S+1 ... 1
Energy above the lowest of the compared OMol25 structures with the same formula, charge and spin ... 59.8 kcal per mole

***

ORCA calculation (ωB97M-V/def2-TZVPD) on a structure of composition C16H17F6NO4PdS3 in a non-equilibrium geometry.

Each line ends with the Löwdin charge.
Element x y z (Å)
Pd1 0.63895 -0.25136 1.05819  0.57
C1 3.40919 2.04719 0.49760  -0.17
C2 2.11196 2.06467 -0.29737  -0.78
S1 1.50295 0.53827 -0.83578  0.61
C3 1.45554 3.25479 -0.57234  -0.90
C4 2.09903 4.53571 -0.07916  -0.18
S2 -0.04191 3.43940 -1.35984  0.39
H1 3.68830 1.02344 0.73508  0.03
H2 3.30939 2.57766 1.45195  0.07
H3 4.23266 2.51617 -0.05654  0.06
H4 3.18120 4.46179 0.04186  0.05
H5 1.67168 4.80161 0.89189  0.07
H6 1.86470 5.34366 -0.76808  0.04
N1 -2.13005 0.69282 0.15857  0.17
C5 -1.07976 0.33188 0.49746  -0.22
H7 -2.84598 0.75423 -0.53417  0.08
C6 -1.20104 -6.05858 1.57455  -0.06
C7 -0.40374 -4.88772 2.08231  -0.28
C8 0.82193 -4.56371 1.52060  -0.05
C9 1.55475 -3.48038 1.97942  -0.06
C10 1.05633 -2.69336 3.00818  -0.31
C11 -0.17791 -2.99899 3.57098  -0.06
C12 -0.89406 -4.08961 3.10952  -0.05
S3 1.93694 -1.25348 3.56431  0.41
O1 2.66856 -0.81876 2.34955  -0.42
O2 2.78780 -1.63481 4.66990  -0.34
O3 0.86698 -0.31293 3.87958  -0.38
H8 -0.89953 -6.32312 0.56207  0.06
H9 -2.26528 -5.81846 1.54784  0.08
H10 -1.06642 -6.93584 2.21562  0.07
H11 1.18632 -5.13582 0.67586  0.11
H12 2.48803 -3.20162 1.50881  0.11
H13 -0.57909 -2.34957 4.33891  0.11
H14 -1.87130 -4.30544 3.52850  0.10
C13 -0.74771 -1.87092 -2.71540  -0.01
C14 -1.45658 -2.72060 -1.63091  -0.58
O4 -1.03740 -2.49209 -0.40222  -0.16
C15 -2.99800 -2.45791 -1.76768  -0.53
F1 -3.71507 -2.96892 -0.75735  0.13
F2 -3.57124 -2.93217 -2.91364  0.10
F3 -3.26616 -1.12011 -1.77155  0.09
C16 -1.22442 -4.22446 -2.01717  -0.53
F4 -2.02329 -5.07735 -1.33274  0.11
F5 0.04200 -4.59033 -1.74349  0.12
F6 -1.40940 -4.53230 -3.33607  0.09
H15 -0.79156 -0.82848 -2.40527  0.06
H16 -1.16652 -1.98001 -3.72053  0.08
H17 0.30362 -2.16089 -2.72492  0.08

Values from the calculation:
2S+1 ... 1
Net charge ... -2
Energy above the lowest of the compared OMol25 structures with the same formula, charge and spin ... 41.2 kcal per mole

***

ORCA calculation (ωB97M-V/def2-TZVPD) on the ion C8H14BN2O3 with charge +1 in a non-equilibrium geometry.

Each line ends with the Löwdin charge.
Element x y z (Å)
B1 -0.36681 -0.59845 -0.36470  -0.23
C1 0.58908 2.05505 -0.40684  -0.04
C2 -1.47953 0.62176 -0.28191  -0.05
C3 1.43580 -0.24107 -0.68249  -0.37
C4 3.83242 -0.51508 0.45272  -0.04
C5 2.84479 -0.24543 1.57390  -0.12
C6 -2.81820 0.59177 -0.05534  -0.08
C7 2.35214 -0.88127 0.33458  -0.25
C8 -4.82663 -0.80445 0.26278  -0.02
N1 1.59821 1.19824 -0.49132  0.13
N2 -0.74434 1.85532 -0.36713  0.08
O1 1.76348 -0.52581 -1.99543  0.04
O2 -0.61548 -1.84434 -0.42332  0.28
O3 -3.43886 -0.57026 0.08697  -0.13
H1 0.74697 3.15894 -0.38542  0.18
H2 4.04268 0.37400 -0.19335  0.12
H3 4.44235 -1.34332 0.67409  0.10
H4 2.78287 -0.70598 2.54404  0.11
H5 2.47495 0.69762 1.86011  0.08
H6 -3.59046 1.34747 0.03619  0.15
H7 2.31624 -1.98534 0.52885  0.17
H8 -5.32895 -0.17538 -0.41368  0.08
H9 -4.96058 -0.64110 1.41069  0.15
H10 -5.14695 -1.72459 -0.13640  0.08
H11 2.53825 1.63178 -0.46177  0.17
H12 -1.32897 2.70100 -0.37166  0.17
H13 2.36208 -1.29138 -2.17203  0.15
H14 -1.47658 -2.13968 -0.56214  0.10

Values from the calculation:
SMILES ... CO/C=C1/[NH+]=CN[C@@](O)(C2CC2)B1O
2S+1 ... 1
Net charge ... +1
Energy above the lowest of the compared OMol25 structures with the same formula, charge and spin ... 51.4 kcal per mole

***

ORCA calculation (ωB97M-V/def2-TZVPD) on a cluster of 2 separate species, C2H8NOS in total in a non-equilibrium geometry.

Each line ends with the Löwdin charge.
Element x y z (Å)
C1 0.36862 -1.62063 -0.63306  0.01
C2 -0.10483 2.92103 0.21204  -0.68
N1 0.09411 -0.73527 0.58752  0.18
O1 -0.88623 1.99726 0.46660  -0.09
S1 -0.40583 4.57846 -0.08444  0.91
H1 0.02680 -1.32777 -1.59652  0.09
H2 1.44863 -1.81895 -0.60984  0.11
H3 -0.08168 -2.56054 -0.48026  0.08
H4 0.89617 2.65048 0.23240  0.05
H5 0.94145 -0.71840 1.15638  0.17
H6 -0.63004 -1.15217 1.03560  0.11
H7 -0.15490 0.25041 0.25937  0.13
H8 -1.72800 4.79960 -0.04394  -0.09

Values from the calculation:
2S+1 ... 1
Net charge ... +1
Energy above the lowest of the compared OMol25 structures with the same formula, charge and spin ... 26.5 kcal per mole

***

ORCA calculation (ωB97M-V/def2-TZVPD) on a structure of composition C22H21N6NiO.

Each line ends with the Löwdin charge.
Element x y z (Å)
Ni1 -0.83056 0.00129 -0.23047  0.56
C1 -2.63118 -3.69325 -0.06825  -0.04
C2 -1.77914 -4.57297 -0.73601  -0.04
C3 -0.59286 -4.09612 -1.22881  0.01
C4 -0.25101 -2.74434 -1.06915  -0.29
N1 -1.06368 -1.90830 -0.39350  0.06
C5 -2.23665 -2.39026 0.08099  -0.10
N2 0.94337 -2.35693 -1.62556  0.18
C6 1.23794 -1.12275 -1.81312  -0.26
N3 0.50387 0.00032 -1.49062  0.07
C7 1.24116 1.12172 -1.81141  -0.26
N4 0.94998 2.35646 -1.62232  0.18
C8 -0.24348 2.74647 -1.06575  -0.29
C9 -0.58184 4.09925 -1.22438  0.01
C10 -1.76717 4.57866 -0.73174  -0.04
C11 -2.62172 3.70049 -0.06516  -0.04
C12 -2.23054 2.39639 0.08316  -0.10
N5 -1.05856 1.91187 -0.39120  0.06
C13 2.50548 0.68991 -2.43584  -0.10
C14 3.55690 1.41579 -2.95891  0.01
C15 4.62116 0.69309 -3.48685  -0.05
C16 4.61911 -0.70112 -3.48813  -0.05
C17 3.55271 -1.42162 -2.96149  0.01
C18 2.50345 -0.69358 -2.43706  -0.10
H1 -3.58311 -4.01366 0.32845  0.11
H2 -2.05064 -5.61171 -0.86795  0.12
H3 0.10764 -4.72161 -1.76135  0.12
H4 -2.86264 -1.67847 0.59597  0.11
H5 0.12042 4.72339 -1.75616  0.12
H6 -2.03604 5.61817 -0.86296  0.12
H7 -3.57303 4.02295 0.33134  0.11
H8 -2.85863 1.68575 0.59718  0.11
H9 3.54549 2.49703 -2.95627  0.12
H10 5.46723 1.21968 -3.90770  0.11
H11 5.46363 -1.22944 -3.90992  0.11
H12 3.53818 -2.50283 -2.96071  0.12
C19 0.09374 -0.00325 4.59657  -0.02
N6 -0.20849 -0.00188 3.16041  -0.10
C20 0.91108 -0.00296 2.21656  0.00
C21 -1.45913 0.00029 2.70719  -0.43
C22 -2.61118 0.00153 3.66650  0.04
O1 -1.75979 0.00141 1.48662  -0.09
H13 1.17142 -0.00508 4.71870  0.09
H14 -0.30283 -0.89262 5.08316  0.10
H15 -0.29995 0.88681 5.08425  0.10
H16 1.84036 -0.00460 2.77619  0.10
H17 0.88810 0.88727 1.58747  0.09
H18 0.88555 -0.89244 1.58649  0.09
H19 -2.32842 -0.00014 4.71192  0.07
H20 -3.22459 -0.87513 3.45888  0.10
H21 -3.22109 0.88109 3.46077  0.10

Values from the calculation:
Total energy ... -2762.9371 Ha
2S+1 ... 1
Net charge ... +1

***

ORCA calculation (ωB97M-V/def2-TZVPD) on a structure of composition C11H24BrCuN in a non-equilibrium geometry.

Each line ends with the Löwdin spin population.
Element x y z (Å)
Cu1 5.19069 -1.68661 -10.98174  0.00
Br1 5.77059 -1.34984 -7.18307  1.00
C1 0.06046 -1.16192 -3.50171  0.00
C2 0.03744 -1.64065 -2.05865  0.00
C3 0.23265 -0.48260 -1.05741  0.00
C4 0.09923 -0.83986 0.41016  0.00
N1 -0.67373 0.19693 1.30665  0.00
C5 -0.80197 -0.28116 2.79883  0.00
C6 -2.17514 -1.07256 2.93346  0.00
C7 -2.90145 -0.90815 1.52055  0.00
C8 -2.17759 0.18933 0.84877  0.00
C9 -0.07239 1.65278 1.12720  0.00
C10 1.49047 1.68171 1.48198  0.00
C11 2.03416 3.07802 1.75538  0.00
H1 -0.41063 -1.89426 -4.15734  0.00
H2 1.04409 -0.99478 -3.94064  0.00
H3 -0.47416 -0.21302 -3.45860  0.00
H4 0.65510 -2.49418 -1.77922  0.00
H5 -0.97284 -2.04499 -1.99573  0.00
H6 -0.40149 0.38940 -1.21739  0.00
H7 1.22888 -0.15725 -1.35702  0.00
H8 1.08695 -0.91413 0.86514  0.00
H9 -0.38565 -1.79362 0.61834  0.00
H10 -0.74034 0.58305 3.46024  0.00
H11 0.14168 -0.77905 3.02183  0.00
H12 -2.79886 -0.71857 3.75430  0.00
H13 -1.88284 -2.12256 2.92099  0.00
H14 -3.96742 -0.68450 1.47817  0.00
H15 -2.85772 -1.82603 0.93430  0.00
H16 -2.57142 1.14234 1.20199  0.00
H17 -2.18743 0.04255 -0.23126  0.00
H18 -0.58658 2.31680 1.82204  0.00
H19 -0.42452 2.14545 0.22090  0.00
H20 1.90075 1.23107 0.57827  0.00
H21 1.89695 1.06771 2.28564  0.00
H22 1.56171 3.89451 1.20927  0.00
H23 3.10155 3.15178 1.54720  0.00
H24 1.93083 3.29688 2.81817  0.00

Values from the calculation:
Total energy ... -4702.0553 Ha
2S+1 ... 2
Net charge ... +2